The following is a DFT calculation (ωB97M-V/def2-TZVPD) of a gas-phase ion, C6H6NO3 (charge -1).

Element x y z (Å)
1 C -0.335345 0.259391 -0.083489
2 C -1.804022 0.179262 -0.083168
3 C 0.156769 -1.127190 0.012333
4 C -2.683313 1.111231 -0.062854
5 C 1.306900 -1.866034 0.123944
6 C 2.663187 -1.043669 -0.063566
7 N -2.139208 -1.128323 -0.150101
8 O 3.207774 0.389193 -0.131071
9 O 0.337266 1.293074 -0.078201
10 O -0.958020 -1.961256 -0.158608
11 H -3.669427 0.798287 -0.222790
12 H -2.402455 2.171674 0.028080
13 H 3.562706 -1.483571 0.361917
14 H 2.610593 0.881908 -0.717183
15 H 2.601897 -1.334267 -1.090012
16 H -2.841742 -1.368375 0.612753

Force components x, y, z for each atom (eV/Å):
2.60 -0.17 0.70
2.27 -1.04 -0.25
0.41 0.03 -0.21
-0.76 3.68 0.11
1.30 3.39 0.73
-0.02 -0.23 -0.32
-1.31 -2.39 0.82
-1.58 -0.84 0.17
-0.70 -0.26 -0.25
-2.44 -0.33 0.37
-1.60 0.10 0.03
-0.23 -0.70 -0.13
-0.45 -0.54 0.27
-0.06 -0.10 0.56
0.82 -0.35 -1.34
1.75 -0.25 -1.26

Computed properties:
Electronic energy: -512.53365 Ha
Kohn-Sham gap: 7.19 eV
HOMO level: -3.504 eV
Relative energy (zero: lowest compared OMol25 entry of this formula, charge and spin): 6.677 eV
Total charge: -1

---

The following is a DFT calculation (ωB97M-V/def2-TZVPD) of a gas-phase ion, C6H6NO3 (charge +1).

Element x y z (Å)
1 O 4.275417 0.876533 0.197952
2 C 3.135552 0.601589 -0.004240
3 C 1.962921 1.537922 -0.145994
4 C 0.750283 0.717285 -0.046168
5 C 0.896949 -0.589522 0.146551
6 N -0.293986 -1.415461 0.189981
7 C -1.336385 -0.211928 0.068859
8 O -0.596816 0.945330 -0.207484
9 C 2.595787 -0.878675 -0.121925
10 O 3.070240 -1.926066 -0.267458
11 H 1.912162 2.281744 -1.022167
12 H 2.092811 2.138421 0.784960
13 H -0.364095 -2.297049 -0.385267
14 H -0.523905 -1.999611 1.105508
15 H -2.196600 -0.417831 -0.620930
16 H -1.566545 -0.118698 1.160888

Force components x, y, z for each atom (eV/Å):
-0.66 -0.08 -0.04
0.50 -1.03 -1.15
-0.50 2.97 0.25
-2.40 -3.13 0.06
5.58 -1.41 -0.11
-1.26 -1.59 1.25
-0.28 -0.36 1.98
-0.09 1.50 -1.07
-3.70 0.93 1.45
1.02 -0.89 -0.35
0.53 -1.27 1.16
-0.47 0.15 -0.64
0.43 1.68 -0.94
0.99 2.29 -1.32
1.07 0.36 0.60
-0.76 -0.12 -1.12

Computed properties:
SMILES: O=C1CC2=C([NH2+]CO2)C1=O
Electronic energy: -512.32158 Ha
Kohn-Sham gap: 9.26 eV
HOMO level: -13.717 eV
Relative energy (zero: lowest compared OMol25 entry of this formula, charge and spin): 0.309 eV
Total charge: +1

---

The following is a DFT calculation (ωB97M-V/def2-TZVPD) of a single C6H6O molecule.

Element x y z (Å)
1 C 1.059227 0.114251 -2.204129
2 C 0.672229 -0.082528 -0.749884
3 C -0.347208 0.711169 -0.018592
4 C -0.734454 0.133944 1.229742
5 C -1.536608 0.163377 2.338600
6 C -0.543446 -0.868761 2.202087
7 O 0.023353 -1.793105 2.625447
8 H 1.785061 0.938582 -2.182381
9 H 0.237673 0.185015 -2.859677
10 H 1.608857 -0.809578 -2.435794
11 H 0.710673 -1.139033 -0.426840
12 H -0.678716 1.615862 -0.332914
13 H -2.256642 0.830805 2.814337

Force components x, y, z for each atom (eV/Å):
2.22 -0.66 2.38
-5.75 1.56 1.33
5.40 -5.53 -1.52
-0.89 0.41 0.30
0.72 0.48 -0.75
-1.99 2.69 -0.57
1.81 -3.06 1.26
-0.38 0.03 -0.84
-0.91 0.59 -0.71
-0.01 0.46 -0.41
0.60 0.83 0.52
-0.91 2.64 -0.94
0.09 -0.46 -0.05

Computed properties:
SMILES: C/C=C/c1cc1=O
Electronic energy: -307.32284 Ha
Kohn-Sham gap: 8.76 eV
HOMO level: -8.997 eV
Relative energy (zero: lowest compared OMol25 entry of this formula, charge and spin): 3.826 eV
Total charge: 0

---

The following is a DFT calculation (ωB97M-V/def2-TZVPD) of a molecular structure, C6H6O.

Element x y z (Å)
1 O 1.426816 -1.167240 0.140897
2 C 1.586042 0.263841 0.215374
3 C 0.210073 0.464206 -0.460028
4 C 0.109398 -1.037218 -0.241003
5 C -0.811493 -1.984874 -0.298340
6 C -0.759228 1.362128 0.154605
7 C -1.543947 2.133990 0.640977
8 H -0.554941 -3.005305 -0.035238
9 H 1.619843 0.598227 1.256414
10 H 2.466924 0.606678 -0.332250
11 H 0.321256 0.704847 -1.523382
12 H -1.827625 -1.754526 -0.593591
13 H -2.243112 2.815250 1.075566

Force components x, y, z for each atom (eV/Å):
0.02 -0.13 0.03
0.21 0.31 0.08
-0.03 0.06 -0.03
-0.37 -0.25 -0.04
0.12 0.13 0.00
-0.28 0.26 0.15
0.26 -0.28 -0.14
-0.04 0.12 -0.03
-0.01 -0.01 -0.14
-0.13 -0.04 0.05
-0.03 -0.07 0.16
0.15 0.03 0.01
0.14 -0.15 -0.08

Computed properties:
Electronic energy: -307.34067 Ha
Kohn-Sham gap: 9.92 eV
HOMO level: -8.945 eV
Relative energy (zero: lowest compared OMol25 entry of this formula, charge and spin): 3.340 eV
Total charge: 0

---

The following is a DFT calculation (ωB97M-V/def2-TZVPD) of a molecular structure, C6H6O.

Element x y z (Å)
1 C -0.319731 -0.255604 -0.801291
2 C -1.694676 -0.958020 -0.780222
3 C 0.846311 -0.633992 -0.504932
4 C -1.214172 0.873818 -0.532914
5 C 2.057896 -1.301174 -0.321386
6 C -1.113388 1.507460 0.804420
7 O -2.393669 0.106990 -0.670215
8 H 2.947978 -0.896157 -1.003672
9 H 1.808324 -2.382020 -0.678770
10 H 2.251751 -1.290266 0.819637
11 H -0.382575 2.398338 0.730924
12 H -0.736031 1.004921 1.637628
13 H -2.058021 1.825706 1.300787

Force components x, y, z for each atom (eV/Å):
0.94 -0.22 0.10
-0.51 -1.78 -0.13
-1.09 1.32 -0.89
0.45 1.59 0.92
1.90 -1.75 -0.19
0.02 3.27 0.17
-1.30 -0.10 -0.30
-1.72 -0.75 1.78
0.99 1.28 0.80
0.26 -0.22 -1.93
-1.28 -1.04 -0.03
1.17 -1.94 0.93
0.17 0.33 -1.25

Computed properties:
Electronic energy: -307.15176 Ha
Kohn-Sham gap (alpha / beta): 7.21 / 7.52 eV
HOMO level (alpha / beta): -7.501 / -7.619 eV
Relative energy (zero: lowest compared OMol25 entry of this formula, charge and spin): 8.481 eV
Total charge: 0

---

The following is a DFT calculation (ωB97M-V/def2-TZVPD) of a single C6H6O molecule.

Element x y z (Å)
1 C 0.472362 1.300999 2.464394
2 C 0.089365 0.608782 1.568281
3 C -0.360998 -0.045254 0.031825
4 C 0.748408 0.068551 -0.927704
5 C 1.413677 -0.997796 -1.341395
6 C -1.795190 -0.042647 -0.233269
7 O -1.101620 -1.208157 0.132093
8 H 0.785013 1.816404 3.323075
9 H 0.991303 1.070550 -1.252063
10 H 2.232295 -0.925351 -2.036987
11 H 1.148292 -1.979282 -0.983444
12 H -2.475898 0.349801 0.513491
13 H -2.147011 -0.016600 -1.258299

Force components x, y, z for each atom (eV/Å):
-0.05 -0.22 0.20
-1.16 -1.39 -4.40
0.93 1.66 4.16
0.08 -0.16 -0.18
-0.10 0.13 0.01
-0.46 0.67 -0.27
0.34 -1.06 0.15
0.20 0.34 0.46
0.09 0.07 0.00
0.12 0.07 -0.11
-0.07 -0.16 0.03
0.05 0.04 0.02
0.04 0.01 -0.07

Computed properties:
SMILES: C#C[C@]1(C=C)CO1
Electronic energy: -307.29664 Ha
Kohn-Sham gap: 11.06 eV
HOMO level: -10.071 eV
Relative energy (zero: lowest compared OMol25 entry of this formula, charge and spin): 4.539 eV
Total charge: 0

---

The following is a DFT calculation (ωB97M-V/def2-TZVPD) of a single C6H6O molecule.

Element x y z (Å)
1 O 3.001239 0.515629 0.061580
2 C 2.167082 -0.363104 -0.056693
3 C 0.733067 -0.130536 -0.055175
4 C -0.201929 -1.064070 -0.082987
5 C -1.490620 -0.367271 0.040741
6 C -1.191765 1.080266 -0.000089
7 C 0.128092 1.262574 -0.102428
8 H 2.447275 -1.404917 0.079949
9 H -0.034942 -2.113246 -0.140440
10 H -2.254042 -0.878657 -0.659310
11 H -1.964186 -0.600393 1.053081
12 H -2.028731 1.848775 0.018400
13 H 0.689454 2.214955 -0.156626

Force components x, y, z for each atom (eV/Å):
-0.41 -0.44 -0.55
0.62 0.79 1.37
1.00 2.38 -1.17
-0.22 0.41 0.58
-2.79 -2.20 0.46
-1.47 1.34 -0.72
0.50 -0.63 0.49
0.31 -0.66 -0.43
-0.05 -0.61 0.09
0.89 1.42 0.66
0.59 0.12 -0.91
1.42 -1.01 0.01
-0.39 -0.91 0.12

Computed properties:
SMILES: O=CC1=CCC=C1
Electronic energy: -307.40968 Ha
Kohn-Sham gap: 9.70 eV
HOMO level: -9.323 eV
Relative energy (zero: lowest compared OMol25 entry of this formula, charge and spin): 1.463 eV
Total charge: 0

---

Question: relative energy (zero: lowest compared OMol25 entry of this formula, charge and spin) of number 4 (C6H6O)?
Answer: 3.340 eV

---

Question: What is the total charge in the third record?
Answer: 0

---

Question: Which value of electronic energy does entry 6 give?
Answer: -307.29664 Ha